*i*
The following is a quantum chemistry calculation of the ion C3H8S2 with charge +1, from the Open Molecules 2025 dataset.

Structure (ORCA input):
```
! RIJCOSX wB97M-V def2-TZVPD def2/J DEFGRID3
* xyz 1 2
C -0.609 0.232 0.681
C -1.651 1.257 0.187
C 0.786 0.035 -0.048
S 1.214 -1.723 0.182
S 2.133 -2.032 -1.625
H -0.300 0.361 1.716
H -1.090 -0.759 0.652
H -1.032 2.102 -0.111
H -2.363 1.506 0.968
H -2.230 0.953 -0.687
H 0.737 0.262 -1.117
H 1.451 0.801 0.367
H 2.954 -2.994 -1.166
*
```

=====

*ii*
The following is a quantum chemistry calculation of the ion C3H8S2 with charge +1, from the Open Molecules 2025 dataset.

Structure (ORCA input):
```
! RIJCOSX wB97M-V def2-TZVPD def2/J DEFGRID3
* xyz 1 2
C -2.846 0.570 -0.601
C -1.251 0.523 -0.906
S -0.495 -0.321 0.471
S 1.441 0.360 0.606
C 2.265 -1.046 -0.352
H -2.918 1.317 0.261
H -3.141 -0.453 -0.225
H -3.291 1.066 -1.483
H -1.132 -0.110 -1.804
H -0.864 1.561 -1.074
H 1.815 -2.058 -0.084
H 1.977 -1.006 -1.326
H 3.408 -1.237 -0.347
*
```

=====

Stability, highest: *i*

=====

*i*
The following is a quantum chemistry calculation of the molecule C3H2N4O, from the Open Molecules 2025 dataset.

Its SMILES is O=c1nccnnn1.

Structure (ORCA input):
```
! RIJCOSX wB97M-V def2-TZVPD def2/J DEFGRID3
* xyz 0 1
O -0.475 2.111 0.816
C -0.868 1.058 0.461
N -1.068 -0.345 1.074
C 0.055 -0.939 0.700
C 1.200 -0.428 -0.229
N 0.696 0.008 -1.370
N -0.677 -0.131 -1.626
N -1.414 0.666 -0.951
H 0.267 -1.670 1.264
H 2.285 -0.331 -0.138
*
```

=====

*ii*
The following is a quantum chemistry calculation of the molecule C3H2N4O, from the Open Molecules 2025 dataset.

Its SMILES is O=c1ccnnnn1.

Structure (ORCA input):
```
! RIJCOSX wB97M-V def2-TZVPD def2/J DEFGRID3
* xyz 0 1
O 2.448 -0.655 -0.626
C 1.261 -0.296 -0.321
C 0.523 0.946 0.070
C -0.762 0.843 0.105
N -1.507 0.021 -0.745
N -1.434 -1.165 -0.649
N -0.689 -1.722 0.322
N 0.483 -1.369 0.515
H 0.928 1.694 0.703
H -1.250 1.702 0.626
*
```

=====

Stability, highest: *i*

=====

*i*
The following is a quantum chemistry calculation of the molecule C3H2N4O, from the Open Molecules 2025 dataset.

Structure (ORCA input):
```
! RIJCOSX wB97M-V def2-TZVPD def2/J DEFGRID3
* xyz 0 1
C -1.922 0.114 0.201
C 1.419 -0.715 0.168
C 0.579 0.433 0.200
N 2.485 -0.493 -0.589
N 1.352 1.370 -0.493
N -3.095 0.157 -0.073
N 2.412 0.825 -0.964
O -0.768 0.295 0.503
H 1.359 -1.797 0.624
H -3.822 -0.190 0.422
*
```

=====

*ii*
The following is a quantum chemistry calculation of a structure of composition C3H2N4O, from the Open Molecules 2025 dataset.

Structure (ORCA input):
```
! RIJCOSX wB97M-V def2-TZVPD def2/J DEFGRID3
* xyz 0 1
C 0.505 1.480 -0.104
C -0.720 -0.015 0.468
C 0.497 -0.106 -0.290
H 1.340 1.643 0.518
H 0.463 2.064 -1.053
N -1.658 -0.969 0.635
N -0.822 -2.200 0.403
N 0.171 -2.189 -0.351
N 0.939 -1.094 -0.899
O -0.716 1.386 0.674
*
```

=====

*iii*
The following is a quantum chemistry calculation of the molecule C3H2N4O, from the Open Molecules 2025 dataset.

Its SMILES is c1ncn2nnoc12.

Structure (ORCA input):
```
! RIJCOSX wB97M-V def2-TZVPD def2/J DEFGRID3
* xyz 0 1
C -1.358 1.078 0.018
N -2.065 -0.067 0.086
C -1.238 -1.088 -0.068
N 0.043 -0.616 -0.129
N 1.259 -1.071 0.072
N 1.993 -0.089 0.145
O 1.321 1.078 -0.111
C -0.034 0.733 -0.055
H -1.886 2.051 0.331
H -1.522 -2.110 -0.033
*
```

=====

*iv*
The following is a quantum chemistry calculation of the molecule C3H2N4O, from the Open Molecules 2025 dataset.

Its SMILES is c1[nH]nc2nnoc12.

Structure (ORCA input):
```
! RIJCOSX wB97M-V def2-TZVPD def2/J DEFGRID3
* xyz 0 1
C 0.798 0.955 -0.085
N 1.532 -0.228 0.098
N 0.745 -1.402 0.170
C -0.400 -0.769 -0.110
N -1.674 -1.298 -0.049
N -2.483 -0.352 0.017
O -1.719 1.021 0.179
C -0.439 0.546 0.012
H 1.164 1.961 -0.201
H 2.476 -0.434 -0.032
*
```

=====

Stability, highest: *iii*

=====

*i*
The following is a quantum chemistry calculation of a cluster of 2 separate species, C4H5F3O in total, from the Open Molecules 2025 dataset.

Structure (ORCA input):
```
! RIJCOSX wB97M-V def2-TZVPD def2/J DEFGRID3
* xyz 0 3
C -1.503 1.476 0.169
C 0.472 -0.446 -1.183
C -1.763 1.913 1.390
C 1.311 -1.212 -0.228
O 1.465 -2.515 -0.701
F -2.608 2.946 1.518
F 0.935 -1.110 1.082
F 2.579 -0.740 -0.125
H -0.422 -1.012 -1.569
H -1.866 1.919 -0.730
H 0.986 0.349 -1.841
H -1.802 1.363 2.348
H 2.216 -2.930 -0.131
*
```

=====

*ii*
The following is a quantum chemistry calculation of a cluster of 2 separate species, C4H5F3O in total, from the Open Molecules 2025 dataset.

Structure (ORCA input):
```
! RIJCOSX wB97M-V def2-TZVPD def2/J DEFGRID3
* xyz 0 3
C -1.140 2.018 -0.056
C -0.722 0.750 -0.013
C 2.868 -0.864 -0.084
C -1.787 -0.304 -0.053
O 3.213 -2.123 0.020
F -1.692 -1.050 1.089
F -1.644 -1.148 -1.032
F -3.053 0.195 -0.208
H -2.134 2.318 -0.076
H -0.527 2.804 -0.013
H 0.304 0.258 0.257
H 3.792 -0.189 0.386
H 2.521 -2.666 -0.218
*
```

=====

Stability, highest: *ii*

=====

*i*
The following is a quantum chemistry calculation of the molecule C3H2ClNOS, from the Open Molecules 2025 dataset.

Its SMILES is C#CC(=O)SNCl.

Structure (ORCA input):
```
! RIJCOSX wB97M-V def2-TZVPD def2/J DEFGRID3
* xyz 0 1
C 1.808 0.791 0.740
C 0.654 0.878 0.432
C -0.686 1.279 0.087
O -1.220 2.268 0.452
S -1.753 -0.198 -0.703
N -0.529 -1.363 -0.864
Cl -0.372 -2.584 0.572
H 2.869 1.011 0.857
H -0.771 -2.082 -1.573
*
```

=====

*ii*
The following is a quantum chemistry calculation of a structure of composition C3H2ClNOS, from the Open Molecules 2025 dataset.

Structure (ORCA input):
```
! RIJCOSX wB97M-V def2-TZVPD def2/J DEFGRID3
* xyz 0 1
C 0.595 -0.290 -0.001
C -0.161 1.612 -0.018
C -0.734 -0.403 0.182
H 0.861 -2.373 0.296
H -0.208 2.674 -0.399
N 0.968 0.930 -0.168
O -1.214 0.826 0.194
S 1.918 -1.441 0.008
Cl -2.026 -1.534 -0.095
*
```

=====

Stability, highest: *ii*

=====

*i*
The following is a quantum chemistry calculation of the molecule C2H4S3, from the Open Molecules 2025 dataset.

Its SMILES is CSC(=S)S.

Structure (ORCA input):
```
! RIJCOSX wB97M-V def2-TZVPD def2/J DEFGRID3
* xyz 0 1
C -1.127 0.713 -1.037
S -0.199 -0.792 -0.860
C 0.560 -0.576 0.672
S 0.508 0.692 1.652
S 1.625 -2.087 1.120
H -0.532 1.619 -0.853
H -2.055 0.823 -0.409
H -1.227 1.020 -2.101
H 2.447 -1.412 1.815
*
```

=====

*ii*
The following is a quantum chemistry calculation of the molecule C2H4S3, from the Open Molecules 2025 dataset.

Structure (ORCA input):
```
! RIJCOSX wB97M-V def2-TZVPD def2/J DEFGRID3
* xyz 0 1
C -0.839 -0.437 -0.575
C 0.374 0.020 0.086
S -2.159 -0.372 0.738
S 1.506 -1.293 0.471
S 0.794 1.627 0.678
H -1.066 0.244 -1.278
H -0.841 -1.390 -0.921
H 2.669 -0.548 0.271
H -0.437 2.149 0.530
*
```

=====

Stability, highest: *i*

=====

*i*
The following is a quantum chemistry calculation of a cluster of 2 separate species, C7H14N2 in total, from the Open Molecules 2025 dataset.

Its SMILES is Cc1c[nH]cn1.CCC.

Structure (ORCA input):
```
! RIJCOSX wB97M-V def2-TZVPD def2/J DEFGRID3
* xyz 0 1
C 0.014 0.326 2.568
C -0.805 1.226 1.807
C -0.709 2.617 1.459
N -1.946 2.983 0.965
C -2.741 1.745 0.937
N -2.142 0.787 1.584
H -0.062 0.461 3.667
H 1.079 0.459 2.271
H -0.469 -0.720 2.391
H 0.152 3.203 1.574
H -2.303 3.843 0.757
H -3.708 1.826 0.473
C 0.827 -2.953 -1.459
C 1.293 -1.817 -2.444
C 1.671 -0.471 -1.780
H 0.439 -2.418 -0.556
H 1.630 -3.499 -1.104
H 0.067 -3.512 -2.055
H 2.079 -2.079 -3.069
H 0.387 -1.686 -3.070
H 2.672 -0.431 -1.742
H 1.378 0.342 -2.412
H 1.195 -0.232 -0.761
*
```

=====

*ii*
The following is a quantum chemistry calculation of a cluster of 2 separate species, C7H14N2 in total, from the Open Molecules 2025 dataset.

Its SMILES is Cc1c[nH]cn1.CCC.

Structure (ORCA input):
```
! RIJCOSX wB97M-V def2-TZVPD def2/J DEFGRID3
* xyz 0 1
C 2.425 -1.212 0.991
C 1.229 -1.583 0.182
C 0.003 -1.995 0.625
N -0.717 -2.286 -0.511
C 0.135 -2.160 -1.566
N 1.303 -1.743 -1.178
H 2.664 -0.160 0.872
H 3.276 -1.818 0.657
H 2.304 -1.493 2.035
H -0.516 -1.783 1.543
H -1.599 -2.769 -0.523
H -0.177 -2.528 -2.529
C -1.338 2.344 1.129
C -0.696 1.450 0.064
C -0.731 2.015 -1.345
H -2.389 2.085 1.263
H -1.258 3.399 0.862
H -0.836 2.266 2.095
H 0.328 1.164 0.332
H -1.177 0.467 0.117
H -1.712 2.445 -1.559
H 0.100 2.705 -1.500
H -0.622 1.192 -2.056
*
```

=====

*iii*
The following is a quantum chemistry calculation of a cluster of 2 separate species, C7H14N2 in total, from the Open Molecules 2025 dataset.

Its SMILES is CCc1c[nH]cn1.CC.

Structure (ORCA input):
```
! RIJCOSX wB97M-V def2-TZVPD def2/J DEFGRID3
* xyz 0 1
C -2.860 -2.180 0.028
C -1.630 -1.957 -0.792
C -0.864 -0.927 -0.145
C -1.060 0.469 -0.317
N -0.243 1.095 0.595
C 0.387 0.082 1.357
N 0.055 -1.141 0.924
H -3.570 -1.310 -0.219
H -2.668 -2.173 1.032
H -3.408 -3.118 -0.180
H -1.241 -2.959 -0.808
H -1.645 -1.686 -1.888
H -1.465 1.076 -1.064
H -0.495 1.931 1.115
H 0.898 0.314 2.263
C 2.691 2.520 -1.174
C 2.979 1.393 -0.137
H 2.471 2.061 -2.125
H 1.810 3.120 -0.998
H 3.523 3.301 -1.247
H 2.826 1.836 0.884
H 2.399 0.489 -0.272
H 4.018 1.047 -0.040
*
```

=====

*iv*
The following is a quantum chemistry calculation of the molecule C7H14N2, from the Open Molecules 2025 dataset.

Its SMILES is CC1=C(C)N(C)N(C)C1.

Structure (ORCA input):
```
! RIJCOSX wB97M-V def2-TZVPD def2/J DEFGRID3
* xyz 0 1
C -0.519 -1.760 -1.776
C -0.416 -0.574 -0.819
C 0.624 0.255 -0.663
C 1.632 0.940 -1.510
N 0.407 0.929 1.023
C -0.364 2.346 0.889
N -0.419 -0.030 1.509
C 0.394 -1.097 2.030
C -1.263 -0.504 0.462
H -0.367 -1.609 -2.917
H -1.437 -2.322 -1.638
H 0.372 -2.377 -1.409
H 1.032 1.330 -2.311
H 2.386 0.266 -1.959
H 2.157 1.737 -1.062
H 0.164 3.205 0.514
H -1.235 2.159 0.262
H -0.788 2.778 1.845
H 0.031 -1.999 1.534
H 1.480 -0.873 1.875
H 0.030 -1.262 3.065
H -2.307 0.007 0.374
H -1.593 -1.546 0.684
*
```

=====

Stability, highest: *ii*

=====

*i*
The following is a quantum chemistry calculation of a structure of composition C7H14N2, from the Open Molecules 2025 dataset.

Structure (ORCA input):
```
! RIJCOSX wB97M-V def2-TZVPD def2/J DEFGRID3
* xyz 0 1
C -1.816 -0.064 1.462
C -1.269 0.013 0.004
C -0.548 1.381 -0.379
C 1.037 1.209 -0.623
C 1.483 0.011 0.258
C 0.657 -1.226 -0.060
C -1.711 -0.796 -1.233
H -0.945 0.205 2.105
H -2.091 -1.137 1.848
H -2.999 0.493 1.353
H -0.896 2.079 0.446
H -1.090 2.009 -1.309
H 1.572 2.094 -0.187
H 1.229 0.902 -1.705
H 1.101 0.669 1.239
H 3.390 0.248 0.870
H 3.125 -1.467 0.098
H 1.235 -1.998 -0.746
H 0.236 -1.829 0.699
H -1.920 0.107 -2.221
H -2.260 -1.715 -1.241
N 2.856 -0.408 0.089
N -0.379 -0.781 -0.769
*
```

=====

*ii*
The following is a quantum chemistry calculation of a cluster of 2 separate species, C7H14N2 in total, from the Open Molecules 2025 dataset.

Its SMILES is Cc1c[nH]cn1.CCC.

Structure (ORCA input):
```
! RIJCOSX wB97M-V def2-TZVPD def2/J DEFGRID3
* xyz 0 1
C 0.484 -1.235 2.125
C 1.296 -1.367 0.918
C 1.040 -1.935 -0.319
N 2.035 -1.434 -1.156
C 2.709 -0.488 -0.440
N 2.307 -0.385 0.801
H 1.076 -0.916 2.998
H 0.164 -2.234 2.450
H -0.367 -0.613 1.764
H 0.381 -2.754 -0.449
H 2.313 -1.824 -2.039
H 3.594 -0.027 -0.842
C -1.736 2.471 0.176
C -1.053 1.548 -0.861
C -1.795 0.217 -0.937
H -1.833 1.897 1.105
H -1.094 3.363 0.198
H -2.718 2.824 -0.086
H -0.911 2.047 -1.860
H -0.043 1.298 -0.517
H -1.496 -0.322 -1.870
H -1.490 -0.336 -0.019
H -2.864 0.205 -1.138
*
```

=====

Stability, highest: *ii*